Molecular formula: C4H5NO3
Method: DFT, ωB97M-V with the def2-TZVPD basis set

```
13
Properties=species:S:1:pos:R:3
C 1.1387 -0.0470 -0.4875
C 1.0166 1.0914 0.5240
C -0.1532 0.3439 0.1943
C -2.0771 -0.2433 -0.3822
H 1.2925 -1.7221 0.4365
H 1.3185 0.3695 -1.5448
H 0.9542 2.1477 0.2877
H 1.4321 0.8932 1.4145
H -3.1286 -0.4815 -0.6695
N -1.7077 -1.3587 0.1773
O 1.8867 -1.2612 -0.4054
O -1.4069 0.9492 -0.4167
O -0.5657 -0.6812 0.8717
```

## Properties
Energy above the lowest of the compared OMol25 structures with the same formula, charge and spin ... 146.3 kcal/mol
M ... 115.09 g/mol
LUMO level ... 0.835 eV
Highest occupied orbital energy ... -0.339 hartree
Energy ... -435.687345 a.u.
SMILES string ... O[C@@H]1C[C@@]12OC=NO2

Molecular formula: C4H5NO3
Method: DFT, ωB97M-V with the def2-TZVPD basis set

```
13
Properties=species:S:1:pos:R:3
C -0.9965 0.4394 0.9463
C -0.1453 -0.1232 0.0330
C 1.6940 -0.3018 -1.1576
C 0.6106 -1.2164 0.5163
H -1.6275 1.9186 -0.3905
H -3.0281 1.2919 0.6716
H -1.0870 -0.1982 1.8236
H 1.8042 -0.8858 -2.1139
H 2.4355 0.6035 -0.8618
N -1.9329 1.6789 0.6817
O 0.3300 0.2842 -1.1283
O 1.7410 -1.3819 -0.3002
O 0.2021 -2.1092 1.2797
```

## Properties
Energy above the lowest of the compared OMol25 structures with the same formula, charge and spin ... 77.0 kcal/mol
M ... 115.09 g/mol
LUMO level ... 0.329 eV
Highest occupied orbital energy ... -0.331 hartree
Energy ... -435.797830 a.u.
SMILES string ... N/C=C1\OCOC1=O

Molecular formula: C4H5NO3
Method: DFT, ωB97M-V with the def2-TZVPD basis set

```
13
Properties=species:S:1:pos:R:3
C -0.2474 -0.3913 0.0780
C -0.5477 0.6540 1.1162
N 0.2927 -0.2250 -1.2189
C 0.7055 1.0550 -1.6202
C 0.2044 -1.7540 0.6261
O -1.0774 -0.5238 -1.0446
O 1.7023 1.5940 -1.2324
O 1.1604 -2.3767 0.2867
H 0.1485 1.3440 -2.5274
H -0.4797 -2.0991 1.4237
H 0.3688 0.9023 1.6465
H -0.9505 1.5462 0.6413
H -1.2801 0.2744 1.8249
```

## Properties
Energy above the lowest of the compared OMol25 structures with the same formula, charge and spin ... 91.3 kcal/mol
M ... 115.09 g/mol
LUMO level ... 0.463 eV
Highest occupied orbital energy ... -0.376 hartree
Energy ... -435.774942 a.u.
SMILES string ... C[C@@]1(C=O)ON1C=O

Molecular formula: C4H5NO3
Method: DFT, ωB97M-V with the def2-TZVPD basis set

```
13
Properties=species:S:1:pos:R:3
C -0.4114 0.0664 -0.9855
C 0.9632 0.7149 0.6859
C -0.0945 -0.9878 0.8073
C 0.5862 1.0388 -0.5526
O -1.7331 0.2106 -0.7503
O -0.1623 -0.5518 -2.1496
N 1.8081 0.6634 1.6031
O -1.1449 -1.0829 1.4029
H -1.9229 -0.0062 0.1972
H -1.0034 -0.8274 -2.5474
H 1.4536 0.6627 2.5565
H 0.7029 -1.7492 0.9013
H 0.9586 1.8486 -1.1689
```

## Properties
Energy above the lowest of the compared OMol25 structures with the same formula, charge and spin ... 109.1 kcal/mol
M ... 115.09 g/mol
LUMO level ... -0.608 eV
Highest occupied orbital energy ... -0.312 hartree
Energy ... -435.746606 a.u.

Molecular formula: C4H5NO3
Method: DFT, ωB97M-V with the def2-TZVPD basis set

```
13
Properties=species:S:1:pos:R:3
C 0.1310 0.3141 1.2650
C -1.1384 -0.2196 -0.6062
C -1.5500 -1.3899 -1.3834
C 2.0509 0.8061 -0.1352
H 0.7324 -0.1076 2.0531
H -2.0217 0.3023 -0.2153
H -0.5956 0.4730 -1.2512
H 2.8519 0.2225 -0.6302
H 1.1046 0.8433 -0.6758
N -1.8921 -2.2955 -2.0179
O -0.1233 1.4716 1.1165
O -0.3171 -0.6739 0.4684
O 2.2170 1.3613 0.9155
```

## Properties
Energy above the lowest of the compared OMol25 structures with the same formula, charge and spin ... 69.8 kcal/mol
M ... 115.09 g/mol
LUMO level ... 0.341 eV
Highest occupied orbital energy ... -0.380 hartree
Energy ... -435.809259 a.u.
SMILES string ... N#CCOC=O.C=O

Molecular formula: C4H5NO3
Method: DFT, ωB97M-V with the def2-TZVPD basis set

```
13
Properties=species:S:1:pos:R:3
C -1.6245 -0.4894 -0.1574
C -0.0109 1.0912 -0.3742
C 0.7999 0.3531 0.6547
C 1.1046 -1.0080 0.0520
H 0.4765 1.5621 -1.1358
H -0.7207 1.8821 0.0649
H 1.8515 0.7977 0.7535
H 0.2163 0.2320 1.6180
H 2.2404 -1.0163 -0.3893
N 0.2377 -1.7459 -0.4872
O -2.7044 -0.1742 0.3920
O -0.8899 0.1060 -1.0682
O -0.9766 -1.5904 0.0771
```

## Properties
Energy above the lowest of the compared OMol25 structures with the same formula, charge and spin ... 97.3 kcal/mol
M ... 115.09 g/mol
LUMO level ... 0.508 eV
Highest occupied orbital energy ... -0.387 hartree
Energy ... -435.765494 a.u.
SMILES string ... O=C1OCCC=NO1

| no. | frontier orbital gap (Ha) |
| --- | --- |
| 1 | 0.3695 |
| 2 | 0.3430 |
| 3 | 0.3929 |
| 4 | 0.2892 |
| 5 | 0.3927 |
| 6 | 0.4057 |